An isolated ion of composition CH4N3 and charge +1 in a non-equilibrium geometry. Source: OMol25; level of theory: ωB97M-V/def2-TZVPD.

Structure (XYZ):
```
8
Properties=species:S:1:pos:R:3:forces:R:3
C 0.2792 -0.4369 -0.1235 1.618 -0.867 -0.326
N -2.0310 0.2031 -0.1384 -1.005 0.436 -1.386
N -0.9134 -0.0915 0.1334 -0.514 0.211 1.468
N 1.3609 0.3252 -0.1055 -0.465 0.273 -0.060
H 0.4160 -1.5180 -0.2099 -0.051 0.189 -0.074
H -2.6908 0.2747 0.6541 0.478 -0.130 0.376
H 2.2788 -0.0888 -0.1592 -0.101 -0.079 -0.006
H 1.3002 1.3322 -0.0511 0.038 -0.034 0.010
```
Positions in Å, forces in eV/Å.

**HOMO**: -15.182 eV
**Kohn-Sham gap**: 0.3427 Ha
**Structure (SMILES)**: [H]/N=N/C=[NH2+]
**Relative energy (zero: lowest compared OMol25 entry of this formula, charge and spin)**: 2.142 eV
**Total charge**: +1